# C30H28BiBr2N2P2S2Te4

A molecular structure, C30H28BiBr2N2P2S2Te4 (ωB97M-V/def2-TZVPD, the OMol25 dataset).

**Frontier orbital gap**: 6.21 eV
**Electronic energy**: -9183.51715 hartree

The geometry in ORCA input format:
```
! wB97M-V def2-TZVPD RIJCOSX def2/J DEFGRID3
* xyz -1 1
Bi -0.260 -0.235 0.739
S 0.373 -2.892 -2.255
P -1.404 -2.120 -1.873
C -1.501 -0.543 -1.163
P -0.986 0.826 -2.113
S 0.854 1.502 -1.744
C -2.185 2.182 -1.827
C -1.930 3.444 -2.364
C -2.881 4.447 -2.280
C -4.092 4.206 -1.640
C -4.340 2.963 -1.082
C -3.391 1.950 -1.181
C -1.144 0.601 -3.917
C -0.062 0.098 -4.630
C -0.152 -0.067 -6.005
C -1.317 0.278 -6.673
C -2.401 0.781 -5.966
C -2.317 0.939 -4.592
C -2.475 -2.180 -3.361
C -3.795 -1.741 -3.265
C -4.654 -1.864 -4.343
C -4.201 -2.428 -5.531
C -2.888 -2.859 -5.632
C -2.026 -2.738 -4.549
C -2.349 -3.264 -0.811
C -2.006 -4.615 -0.795
C -2.778 -5.521 -0.086
C -3.898 -5.087 0.614
C -4.242 -3.746 0.602
C -3.470 -2.839 -0.113
H -0.984 3.624 -2.862
H -2.681 5.420 -2.714
H -4.835 4.992 -1.570
H -5.275 2.773 -0.569
H -3.574 0.967 -0.765
H 0.844 -0.163 -4.099
H 0.693 -0.464 -6.554
H -1.386 0.150 -7.747
H -3.316 1.042 -6.482
H -3.163 1.332 -4.043
H -4.141 -1.297 -2.339
H -5.679 -1.524 -4.259
H -4.873 -2.527 -6.375
H -2.527 -3.290 -6.558
H -0.998 -3.073 -4.613
H -1.119 -4.938 -1.323
H -2.500 -6.568 -0.069
H -4.492 -5.794 1.179
H -5.097 -3.394 1.165
H -3.737 -1.790 -0.137
Te 0.951 -2.858 0.853
Te 1.616 -2.531 3.489
Te -0.498 -1.203 4.683
Te -2.292 -1.076 2.688
Br 3.520 0.630 0.708
C 3.698 0.527 2.623
Br 2.240 1.388 3.545
H 4.617 1.017 2.914
H 3.665 -0.518 2.906
C 0.554 5.269 -0.299
N -0.303 4.493 0.567
C -1.609 4.763 0.902
C -2.047 3.670 1.589
N -1.050 2.731 1.673
C -0.024 3.264 1.054
H 0.346 6.330 -0.166
H 0.399 4.991 -1.342
H 1.594 5.080 -0.040
H -2.095 5.677 0.607
H -3.022 3.495 2.014
H 0.934 2.796 0.898
*
```

These are the Löwdin partial charges, in e, on atoms 1 to 6:
1. Bi 0.74
2. S 0.15
3. P 0.32
4. C -0.83
5. P 0.34
6. S 0.18

# C3H7OS2

C3H7OS2 in the gas phase at a distorted geometry (ωB97M-V/def2-TZVPD, the OMol25 dataset).

**Frontier orbital gap (alpha / beta)**: 9.09 / 6.82 eV
**Electronic energy**: -990.01529 hartree

The geometry in ORCA input format:
```
! wB97M-V def2-TZVPD RIJCOSX def2/J DEFGRID3
* xyz 0 2
C 0.725 -0.685 0.119
C 1.836 0.352 0.499
O 2.519 0.940 -0.487
C -0.540 0.035 -0.425
S -1.831 -1.214 -0.613
S -3.560 -0.201 -0.029
H 0.455 -1.082 1.108
H 1.121 -1.409 -0.596
H 1.234 1.130 0.991
H 2.377 -0.240 1.281
H -0.244 0.562 -1.348
H -0.693 0.885 0.255
H -3.398 0.925 -0.756
*
```

These are the natural (NBO) partial charges, in e, on atoms 1 to 6:
1. C -0.41
2. C -0.13
3. O -0.27
4. C -0.56
5. S 0.11
6. S -0.14